No. 1
The following is a quantum chemistry calculation of C4H8N4O in the gas phase at a distorted geometry, from the Open Molecules 2025 dataset.

The geometry in XYZ format:
```
17
Properties=species:S:1:pos:R:3:lowdin_charge:R:1
O 0.324 -2.917 -0.353 0.15
H 1.979 -1.074 -0.464 0.17
H 1.507 2.570 -0.161 0.09
H 1.221 -0.678 1.043 0.16
H -1.615 -0.815 -1.125 0.13
C 0.812 0.703 -0.499 -0.54
N 0.680 0.676 -1.761 0.12
N -2.210 0.462 1.414 0.01
H -2.066 -1.856 0.251 0.12
H 0.705 1.602 -2.178 0.06
C -1.332 -1.132 -0.115 -0.14
C -0.011 -1.784 -0.237 -0.37
H 0.786 1.811 1.170 0.08
C -1.193 0.174 0.710 -0.28
N 1.136 -0.756 0.026 0.15
N 1.329 1.701 0.323 0.09
H -2.052 1.314 1.958 0.01
```

Computed properties:
Orbital gap = 7.27 eV
Relative energy (zero: lowest compared OMol25 entry of this formula, charge and spin) = 434.6 kJ/mol


No. 2
The following is a quantum chemistry calculation of a molecular structure, C25H37InN3O4Sb, from the Open Molecules 2025 dataset.

The geometry in XYZ format:
```
71
Properties=species:S:1:pos:R:3:lowdin_charge:R:1
H -4.636 -0.643 2.306 0.10
N -3.172 0.346 -1.885 -0.02
H 1.794 -1.360 0.702 0.04
H 0.355 3.933 1.900 0.10
C 2.882 -3.039 -1.916 0.03
N 1.390 0.350 -1.860 0.06
C 3.700 -0.416 -1.515 -0.01
H -2.520 2.936 -1.757 0.11
H 2.150 -0.951 2.387 0.08
H 0.193 1.731 4.196 0.07
C 1.077 3.900 -2.522 0.04
H 2.114 4.125 -2.738 0.14
H -4.782 -0.847 -2.583 0.13
C -2.741 0.384 2.379 -0.54
C 0.110 4.898 -2.515 0.02
C 1.698 1.516 -2.246 -0.03
H 1.688 2.483 3.659 0.10
H 5.637 -1.217 -1.147 0.13
H -3.178 -2.113 -0.928 0.10
H 1.537 0.732 3.633 0.06
H 4.020 0.594 -1.287 0.12
C -1.754 -2.484 -2.477 -0.59
Sb -0.796 0.123 1.506 1.56
H -2.189 -0.161 4.416 0.08
C 2.374 -0.700 -1.818 -0.26
C 0.995 1.661 3.460 -0.11
H 0.319 -1.259 4.220 0.08
H 0.363 -2.974 3.832 0.10
C -1.505 3.233 -1.981 -0.10
H -1.115 3.200 2.526 0.08
H -3.758 0.524 -1.074 0.10
C 0.465 1.784 2.032 -0.54
O -0.947 -1.405 -2.587 -0.20
C 4.616 -1.452 -1.423 0.00
H 0.939 -2.228 -2.302 0.09
C 0.699 2.602 -2.251 -0.23
C -2.614 0.682 3.869 -0.11
C -1.203 4.557 -2.244 0.00
C -3.696 -0.860 -2.610 -0.19
C -0.113 -2.025 3.574 -0.11
H -1.990 5.299 -2.240 0.13
H -0.369 -2.469 1.471 0.09
C 1.618 -1.647 1.737 -0.12
C -3.588 -0.853 2.077 -0.12
C 0.137 -1.732 2.096 -0.52
H -0.759 3.129 0.795 0.05
O -1.376 -3.591 -2.709 0.15
H -3.130 1.256 1.853 0.08
H -3.390 -0.771 -3.650 0.14
H 6.625 -2.911 -2.051 0.11
H 0.382 5.926 -2.720 0.14
H -2.013 1.568 4.074 0.06
H -3.612 0.867 4.278 0.10
H 2.578 -4.068 -2.058 0.14
C -0.316 3.076 1.793 -0.13
H 1.289 1.702 1.320 0.08
C -3.167 -2.164 -2.024 -0.09
H -3.804 -2.999 -2.302 0.14
In -0.862 0.129 -1.306 0.79
C 4.211 -2.767 -1.615 -0.11
H 2.073 -2.632 1.873 0.11
H -3.539 -1.166 1.033 0.04
H 2.692 1.757 -2.617 0.15
H -3.285 -1.701 2.694 0.09
O 6.440 -3.762 -1.631 0.15
N -0.577 2.271 -1.986 0.02
C 5.126 -3.948 -1.421 -0.48
O 4.712 -4.981 -0.987 0.16
H -3.292 1.150 -2.493 0.08
C 1.963 -2.011 -2.023 0.01
H -1.173 -2.121 3.809 0.06
```

Computed properties:
Orbital gap = 7.28 eV
Relative energy (zero: lowest compared OMol25 entry of this formula, charge and spin) = 0.0 kJ/mol
Total charge = +2


No. 3
The following is a quantum chemistry calculation of 2 unconnected molecules or ions with the total composition BrH3P2 at a distorted geometry, from the Open Molecules 2025 dataset.

The geometry in XYZ format:
```
6
Properties=species:S:1:pos:R:3:lowdin_charge:R:1
P -1.896 0.179 0.770 0.29
H 2.108 2.746 -3.081 -0.20
H -0.606 -1.361 2.371 -0.21
Br 2.400 1.842 -1.872 0.18
H -1.702 0.546 -0.465 -0.32
P -0.107 -0.721 1.130 0.25
```

Computed properties:
Orbital gap = 8.35 eV
Relative energy (zero: lowest compared OMol25 entry of this formula, charge and spin) = 143.4 kJ/mol


No. 4
The following is a quantum chemistry calculation of 2 unconnected molecules or ions with the total composition CH2Cl2N2 at a distorted geometry, from the Open Molecules 2025 dataset.

The geometry in XYZ format:
```
7
Properties=species:S:1:pos:R:3:lowdin_charge:R:1
N 0.729 -1.318 0.205 0.15
Cl -2.316 0.954 -0.341 0.55
H 1.559 -1.823 -0.154 0.10
C -0.301 -0.768 -0.130 -0.50
Cl 0.748 2.017 -0.180 0.25
N -1.458 -0.486 -0.422 -0.42
H 1.039 1.425 1.023 -0.13
```

Computed properties:
Orbital gap = 10.04 eV
Relative energy (zero: lowest compared OMol25 entry of this formula, charge and spin) = 150.9 kJ/mol
Structure (SMILES) = N=C=NCl.Cl


No. 5
The following is a quantum chemistry calculation of a molecular structure, CHBaF3NO3S2 at a distorted geometry, from the Open Molecules 2025 dataset.

The geometry in XYZ format:
```
12
Properties=species:S:1:pos:R:3:lowdin_charge:R:1
S 3.090 1.363 -0.581 0.39
H -2.330 -0.118 -1.303 0.18
O 2.573 -2.472 0.974 -0.59
Ba 0.520 1.012 0.693 1.73
F -3.475 -1.064 0.058 0.14
F -2.191 0.583 0.631 -0.09
N 3.101 -0.129 0.190 -0.83
O 0.735 -1.089 0.013 -1.03
S 2.261 -1.523 -0.176 0.50
O 2.580 2.445 0.526 -1.07
C -2.952 0.054 -0.410 -0.46
F -3.911 0.937 -0.616 0.13
```

Computed properties:
Orbital gap = 3.94 eV
Total charge = -1


No. 6
The following is a quantum chemistry calculation of a molecular structure, C16H39F5N4O10S2V at a distorted geometry, from the Open Molecules 2025 dataset.

The geometry in XYZ format:
```
77
Properties=species:S:1:pos:R:3:lowdin_charge:R:1
H 0.849 -4.160 3.513 0.08
C 0.039 -3.009 -0.716 -0.31
H -0.962 -2.805 2.570 0.13
C 3.797 -0.188 -1.828 -0.01
H -1.249 0.108 -2.193 0.05
O 4.935 0.363 1.658 -0.21
H -2.611 -3.470 -1.726 0.12
H 1.465 -2.276 2.072 0.06
O -0.431 0.558 0.989 -0.29
V 0.821 -0.299 0.636 0.87
C 3.559 2.348 -2.068 -0.28
F 0.966 2.642 1.836 -0.16
H 1.190 0.827 -1.811 0.07
F 2.186 -3.746 -0.554 0.12
F 0.855 -4.548 1.064 0.13
O 3.140 3.528 -1.500 -0.16
O 0.630 -1.721 -0.538 -0.27
F 0.835 -5.299 -0.913 0.20
H 1.139 -3.039 4.896 0.13
C -1.707 3.124 -3.500 -0.06
H -3.443 -1.304 0.146 0.08
O -1.252 -3.163 -0.137 -0.09
O -2.144 -0.742 3.079 -0.18
C 3.179 1.148 -1.247 -0.35
H -3.699 1.473 -3.613 0.11
H -5.852 0.577 -2.678 0.10
H -5.732 0.132 -0.921 0.08
O 3.145 2.738 3.102 -0.25
H -2.835 0.728 4.405 0.10
C -2.356 -2.721 -0.967 -0.23
C -5.433 0.856 -1.684 -0.10
H 4.619 4.750 -2.560 0.11
H -1.644 -1.725 4.796 0.14
O 3.752 -0.826 3.432 -0.22
C -3.557 -2.394 -0.086 -0.06
H -1.279 0.544 -3.696 0.08
H -4.421 -2.491 -0.765 0.08
H -0.054 -3.239 -1.791 0.16
H -1.900 2.197 -1.450 0.13
C -1.981 2.013 -2.511 -0.43
H -5.798 1.807 -1.294 0.09
H 3.684 1.411 -0.314 0.11
H 3.135 2.303 -3.117 0.14
S 3.748 -0.136 2.205 0.59
H 1.254 1.920 -0.659 0.09
N -1.011 0.916 -2.782 0.05
C -2.482 0.622 3.354 -0.08
H 4.883 -0.204 -1.732 0.09
H -2.042 -1.767 -1.496 0.11
H 3.495 -0.216 -2.903 0.09
C -1.157 -1.264 3.897 -0.23
H -3.620 -2.925 0.843 0.07
H -1.621 1.265 3.241 0.06
H 4.658 2.298 -2.211 0.14
N 1.705 1.052 -0.963 0.04
S 1.971 1.930 2.839 0.56
H -0.460 -3.820 4.630 0.07
H -2.334 3.982 -3.329 0.07
H 3.062 4.363 -3.326 0.09
C -0.271 -2.302 3.237 -0.36
C 0.940 -4.197 -0.254 -0.56
H 3.446 -1.058 -1.326 0.04
N 2.366 0.643 1.913 -0.39
H 3.142 5.474 -1.887 0.08
N 0.816 -1.610 2.430 0.04
C 0.340 -3.363 4.082 -0.06
H -0.479 -0.510 4.297 0.12
F 3.248 -1.312 1.053 -0.25
C -3.499 1.728 -2.596 -0.24
H -0.631 3.254 -3.312 0.07
C 3.522 4.597 -2.342 -0.10
O 1.131 1.676 3.963 -0.25
H -1.710 2.720 -4.570 0.11
H 1.340 -1.094 3.170 0.08
H -4.024 2.670 -2.419 0.12
H -3.297 0.901 2.667 0.10
O -4.005 0.754 -1.725 -0.19
```

Computed properties:
Multiplicity = 2
Orbital gap (spin up / spin down) = 9.81 / 10.15 eV
⟨S²⟩ = 0.7636


Question: What is the formula in the sixth record?
Answer: C16H39F5N4O10S2V


Copy entry 2 word for word.
The following is a quantum chemistry calculation of a molecular structure, C25H37InN3O4Sb, from the Open Molecules 2025 dataset.

The geometry in XYZ format:
```
71
Properties=species:S:1:pos:R:3:lowdin_charge:R:1
H -4.636 -0.643 2.306 0.10
N -3.172 0.346 -1.885 -0.02
H 1.794 -1.360 0.702 0.04
H 0.355 3.933 1.900 0.10
C 2.882 -3.039 -1.916 0.03
N 1.390 0.350 -1.860 0.06
C 3.700 -0.416 -1.515 -0.01
H -2.520 2.936 -1.757 0.11
H 2.150 -0.951 2.387 0.08
H 0.193 1.731 4.196 0.07
C 1.077 3.900 -2.522 0.04
H 2.114 4.125 -2.738 0.14
H -4.782 -0.847 -2.583 0.13
C -2.741 0.384 2.379 -0.54
C 0.110 4.898 -2.515 0.02
C 1.698 1.516 -2.246 -0.03
H 1.688 2.483 3.659 0.10
H 5.637 -1.217 -1.147 0.13
H -3.178 -2.113 -0.928 0.10
H 1.537 0.732 3.633 0.06
H 4.020 0.594 -1.287 0.12
C -1.754 -2.484 -2.477 -0.59
Sb -0.796 0.123 1.506 1.56
H -2.189 -0.161 4.416 0.08
C 2.374 -0.700 -1.818 -0.26
C 0.995 1.661 3.460 -0.11
H 0.319 -1.259 4.220 0.08
H 0.363 -2.974 3.832 0.10
C -1.505 3.233 -1.981 -0.10
H -1.115 3.200 2.526 0.08
H -3.758 0.524 -1.074 0.10
C 0.465 1.784 2.032 -0.54
O -0.947 -1.405 -2.587 -0.20
C 4.616 -1.452 -1.423 0.00
H 0.939 -2.228 -2.302 0.09
C 0.699 2.602 -2.251 -0.23
C -2.614 0.682 3.869 -0.11
C -1.203 4.557 -2.244 0.00
C -3.696 -0.860 -2.610 -0.19
C -0.113 -2.025 3.574 -0.11
H -1.990 5.299 -2.240 0.13
H -0.369 -2.469 1.471 0.09
C 1.618 -1.647 1.737 -0.12
C -3.588 -0.853 2.077 -0.12
C 0.137 -1.732 2.096 -0.52
H -0.759 3.129 0.795 0.05
O -1.376 -3.591 -2.709 0.15
H -3.130 1.256 1.853 0.08
H -3.390 -0.771 -3.650 0.14
H 6.625 -2.911 -2.051 0.11
H 0.382 5.926 -2.720 0.14
H -2.013 1.568 4.074 0.06
H -3.612 0.867 4.278 0.10
H 2.578 -4.068 -2.058 0.14
C -0.316 3.076 1.793 -0.13
H 1.289 1.702 1.320 0.08
C -3.167 -2.164 -2.024 -0.09
H -3.804 -2.999 -2.302 0.14
In -0.862 0.129 -1.306 0.79
C 4.211 -2.767 -1.615 -0.11
H 2.073 -2.632 1.873 0.11
H -3.539 -1.166 1.033 0.04
H 2.692 1.757 -2.617 0.15
H -3.285 -1.701 2.694 0.09
O 6.440 -3.762 -1.631 0.15
N -0.577 2.271 -1.986 0.02
C 5.126 -3.948 -1.421 -0.48
O 4.712 -4.981 -0.987 0.16
H -3.292 1.150 -2.493 0.08
C 1.963 -2.011 -2.023 0.01
H -1.173 -2.121 3.809 0.06
```

Computed properties:
Orbital gap = 7.28 eV
Relative energy (zero: lowest compared OMol25 entry of this formula, charge and spin) = 0.0 kJ/mol
Total charge = +2